No. 1
This record from the Open Molecules 2025 dataset describes a 6-piece molecular cluster, C53H76O4S overall. The level of theory is wB97M-V/def2-TZVPD.

The SMILES is CCCCCCCCCC[C@@H]1CS(=O)(=O)OC[C@H]1CCCCCCCCOC.c1ccccc1.c1ccccc1.c1ccccc1.c1ccccc1.c1ccccc1. Its HOMO-LUMO gap is 0.354 hartree. As for the LUMO energy: 0.30 eV. The value obtained for the energy is -2764.133775 a.u. Its charge is 0.

Positions of all 134 atoms, in Å:
C: -0.58066 -7.32378 -3.00929
C: 0.07992 -5.97936 -2.51372
C: 0.22845 -4.89651 -3.66124
C: 1.06247 -3.71202 -3.06074
C: 1.66206 -2.69100 -4.11140
C: 1.12749 -2.83772 -5.57370
C: -0.32448 -2.28756 -5.80718
C: -0.63207 -0.96074 -4.99430
C: -2.00696 -0.39903 -5.48887
C: -3.26775 -0.77001 -4.61687
C: -3.12313 -2.02109 -3.68931
C: -4.46820 -2.86172 -3.85105
S: -4.31915 -4.24846 -2.62337
O: -4.42494 -5.49514 -3.43631
O: -5.37001 -4.19663 -1.58262
O: -2.79549 -4.21532 -1.99211
C: -2.46961 -2.94820 -1.38920
C: -3.03862 -1.68987 -2.13704
C: -2.32034 -0.34521 -1.79958
C: -1.94393 -0.14967 -0.27730
C: -0.43312 0.27680 -0.20556
C: 0.07927 0.61598 1.23598
C: 1.25016 1.69095 1.21324
C: 2.55335 1.07296 1.85059
C: 3.40975 0.27359 0.80204
C: 4.05889 1.17712 -0.31066
O: 4.17080 0.39189 -1.50243
C: 3.00754 0.50851 -2.32086
H: -1.48255 -7.50214 -2.37658
H: 0.10942 -8.17826 -2.79617
H: -0.82135 -7.33159 -4.09341
H: 1.10911 -6.22404 -2.14675
H: -0.48136 -5.59534 -1.63405
H: -0.81573 -4.59033 -3.92303
H: 0.73778 -5.41971 -4.49775
H: 1.92407 -4.17351 -2.51353
H: 0.43507 -3.22857 -2.27121
H: 2.76256 -2.89787 -4.15809
H: 1.56320 -1.66963 -3.68621
H: 1.80874 -2.22594 -6.22226
H: 1.19689 -3.87498 -5.97350
H: -0.40778 -2.03682 -6.89367
H: -1.08793 -3.07864 -5.61337
H: 0.17929 -0.23407 -5.24511
H: -0.59475 -1.25443 -3.92466
H: -2.15345 -0.65526 -6.56777
H: -1.92303 0.71993 -5.47952
H: -4.10053 -0.99861 -5.33554
H: -3.60818 0.15298 -4.08772
H: -2.31203 -2.72853 -3.96371
H: -4.45714 -3.28814 -4.88010
H: -5.36920 -2.24071 -3.65157
H: -2.93478 -2.95558 -0.36900
H: -1.37758 -2.81179 -1.21221
H: -4.10456 -1.57427 -1.80199
H: -3.04439 0.47058 -2.05059
H: -1.40921 -0.13508 -2.40063
H: -2.52317 0.72814 0.11082
H: -2.20632 -1.00368 0.38262
H: 0.20761 -0.47163 -0.74352
H: -0.35200 1.21515 -0.81821
H: -0.75834 1.08277 1.79908
H: 0.40130 -0.33210 1.72424
H: 0.93884 2.57602 1.82086
H: 1.44749 2.07429 0.18612
H: 2.24334 0.35028 2.64081
H: 3.18586 1.86197 2.32956
H: 4.24572 -0.23333 1.34641
H: 2.79784 -0.50506 0.29197
H: 3.49519 2.12636 -0.45851
H: 5.09871 1.45272 -0.01301
H: 3.33399 0.36640 -3.37834
H: 2.50246 1.50378 -2.22227
H: 2.28375 -0.30221 -2.06647
C: 0.77567 0.93733 6.13365
C: 0.76370 2.04462 5.29426
C: -0.38259 2.82222 5.18367
C: -1.51988 2.48972 5.90946
C: -1.51178 1.37727 6.74295
C: -0.36346 0.60198 6.85664
H: 1.67185 0.33516 6.22425
H: 1.64917 2.30297 4.72486
H: -0.39034 3.68750 4.53087
H: -2.41323 3.09713 5.82422
H: -2.40067 1.11445 7.30439
H: -0.35587 -0.26409 7.50782
C: 2.26427 1.56785 9.42416
C: 2.48161 0.32436 10.00535
C: 3.77880 -0.12529 10.22203
C: 4.85940 0.66735 9.85339
C: 4.64197 1.90715 9.26395
C: 3.34481 2.35824 9.05059
H: 1.25309 1.92073 9.26090
H: 1.63911 -0.29483 10.29042
H: 3.94790 -1.09338 10.67817
H: 5.87057 0.31831 10.02445
H: 5.48429 2.52284 8.97124
H: 3.17525 3.32556 8.59296
C: -4.16500 2.81073 3.15467
C: -4.17482 3.91776 2.31438
C: -5.32180 4.69425 2.20027
C: -6.46091 4.36110 2.92367
C: -6.45382 3.24895 3.75718
C: -5.30581 2.47451 3.87411
H: -3.26824 2.20908 3.24867
H: -3.28725 4.17610 1.74841
H: -5.32827 5.55911 1.54772
H: -7.35427 4.96754 2.83689
H: -7.34355 2.98588 4.31674
H: -5.29951 1.60873 4.52560
C: -4.36625 5.16064 -6.40553
C: -4.25412 4.67365 -7.70286
C: -4.37933 3.31118 -7.94853
C: -4.61285 2.43498 -6.89544
C: -4.71511 2.92160 -5.59862
C: -4.59389 4.28334 -5.35166
H: -4.27498 6.22321 -6.21567
H: -4.06989 5.35678 -8.52334
H: -4.29556 2.93255 -8.96010
H: -4.71420 1.37261 -7.08371
H: -4.89118 2.23794 -4.77609
H: -4.67596 4.66112 -4.33954
C: 8.17571 0.80361 3.53689
C: 7.21854 0.27689 2.67798
C: 7.58408 -0.15056 1.40697
C: 8.90680 -0.04744 0.99292
C: 9.86229 0.48740 1.84863
C: 9.49752 0.91154 3.12094
H: 7.89173 1.13070 4.52993
H: 6.18632 0.19872 2.99995
H: 6.83762 -0.56440 0.73840
H: 9.19224 -0.38278 0.00326
H: 10.89249 0.57319 1.52410
H: 10.24305 1.32638 3.78861

Results of the Mulliken charge analysis, in e, for atoms 1 through 5: number 1, C, carries -1.18; number 2, C, carries -0.42; number 3, C, carries -0.39; number 4, C, carries 0.23; number 5, C, carries 0.05



No. 2
This record from the Open Molecules 2025 dataset describes a 2-piece molecular cluster, C6H14N3O2 overall. The level of theory is wB97M-V/def2-TZVPD.

Its HOMO-LUMO gap is 0.365 hartree. As for the LUMO energy: -3.47 eV. The value obtained for the energy is -551.318801 a.u. Its charge is +1.

Positions of all 25 atoms, in Å:
C: -0.27884 0.50177 2.04272
C: 1.11115 0.85082 1.50796
C: -1.11961 0.39534 0.80866
C: 0.89222 1.05432 0.00527
C: 1.53952 1.91525 -1.00224
C: -0.88214 0.59017 -1.52660
N: -1.04811 -2.39090 -0.83491
N: -0.18917 0.46318 -0.34545
N: 0.01403 -1.91565 -0.50272
O: -1.30801 -3.72527 -0.72568
O: 1.06773 -2.28973 0.17593
H: -0.20305 -0.46715 2.53478
H: -0.68703 1.20024 2.65846
H: 1.42294 1.80370 1.87149
H: 1.94966 0.19379 1.64856
H: -1.64865 -0.55588 0.80849
H: -1.85977 1.28616 0.87563
H: 2.40181 1.57433 -1.51237
H: 1.94100 2.65046 -0.35426
H: 0.84348 2.17283 -1.80390
H: -0.46994 0.08137 -2.36311
H: -0.82874 1.66443 -1.72050
H: -1.86876 0.24337 -1.46182
H: -2.01808 -4.06755 -1.35621
H: 1.22638 -3.22936 0.57182

Results of the Mulliken charge analysis, in e, for atoms 1 through 5: number 1, C, carries -0.73; number 2, C, carries -0.62; number 3, C, carries -0.53; number 4, C, carries 0.56; number 5, C, carries -1.29



No. 3
This record from the Open Molecules 2025 dataset describes C23H63O10Zr as an isolated structure. The level of theory is wB97M-V/def2-TZVPD.

Its HOMO-LUMO gap (alpha / beta) is 0.226 / 0.305 hartree. As for the LUMO energy (alpha / beta): 0.05 / -0.04 eV. The value obtained for the energy is -1713.435755 a.u. As for the multiplicity: 2. Its charge is 0.

Positions of all 97 atoms, in Å:
Zr: -0.54806 -1.91139 -2.88659
C: -2.43716 1.44551 -4.82401
C: -1.02688 1.48917 -4.14942
C: -0.84728 2.61782 -3.11139
O: -0.63885 0.19333 -3.63213
H: -2.76945 2.45123 -5.08134
H: -3.20168 1.09906 -4.12862
H: -2.48704 0.85512 -5.73893
H: -0.33869 1.64434 -4.98034
H: -1.65919 2.57923 -2.38515
H: -0.83516 3.56119 -3.65728
H: 0.08666 2.43433 -2.58016
C: 1.22351 0.48666 0.37420
C: -0.04761 -0.36323 0.30738
C: -1.25170 0.61116 0.42527
O: -0.12588 -1.05687 -0.90109
H: 2.13223 -0.11488 0.39584
H: 1.25384 1.03147 1.31779
H: 1.36217 1.17550 -0.45908
H: -0.04197 -1.04522 1.15765
H: -2.24680 0.18390 0.30141
H: -1.22613 1.45241 -0.26737
H: -1.26538 0.98479 1.44914
C: 2.89999 -2.31745 -1.74352
C: 2.75178 -2.61274 -3.20720
C: 2.93876 -4.06763 -3.57600
O: 1.56019 -2.04735 -3.74396
H: 3.78988 -2.76138 -1.29728
H: 2.15809 -2.90191 -1.19937
H: 2.84173 -1.27353 -1.43542
H: 3.55826 -2.12099 -3.75112
H: 2.29207 -4.78620 -3.07248
H: 3.91633 -4.49928 -3.36118
H: 2.78919 -4.11873 -4.65447
C: 2.32580 -3.27393 2.12600
C: 3.55027 -2.42696 2.03495
O: 4.55131 -3.06975 2.73294
H: 1.50318 -2.77666 1.61207
H: 1.97958 -3.41898 3.14932
H: 2.49691 -4.24346 1.65821
H: 3.33146 -1.44368 2.45134
H: 3.93431 -2.26680 1.02749
H: 5.32134 -2.50356 2.64297
C: -5.01648 1.43842 1.56813
C: -4.51724 2.79087 1.12723
O: -4.13006 3.51870 2.26210
H: -5.81013 1.50300 2.31250
H: -4.21817 0.80878 1.96100
H: -5.45857 0.91010 0.72342
H: -5.32335 3.32583 0.62515
H: -3.67164 2.71189 0.44398
H: -4.03893 4.44927 2.04454
C: -0.82654 2.83238 4.91210
C: -0.37581 3.05133 3.46241
O: 0.72140 3.92619 3.31077
H: -0.13113 2.16088 5.41568
H: -1.82211 2.39181 4.96520
H: -0.85272 3.75734 5.48818
H: -1.15546 3.51519 2.85818
H: -0.07563 2.10978 3.00257
H: 1.43198 3.56894 3.84840
C: 4.29454 1.31752 -2.81936
C: 3.00367 1.33118 -3.60426
O: 3.26322 0.41356 -4.66284
H: 4.22368 2.01227 -1.98246
H: 5.14332 1.55837 -3.45941
H: 4.51558 0.33155 -2.41058
H: 2.82492 2.32967 -4.00320
H: 2.14879 0.99639 -3.01671
H: 3.87630 0.83129 -5.27213
C: -4.41336 -0.16023 -2.03053
C: -3.79595 -1.28631 -2.84454
O: -2.64814 -1.87832 -2.19512
H: -5.09891 0.44748 -2.62113
H: -3.65738 0.48707 -1.58599
H: -4.99398 -0.57183 -1.20497
H: -3.52538 -1.01501 -3.86498
H: -4.58601 -2.03175 -2.93525
H: -3.04277 -2.24871 -1.40223
C: -3.09142 -2.86969 2.29156
C: -2.69062 -3.52000 1.00030
O: -3.68888 -3.18586 0.04661
H: -4.02629 -3.26385 2.68999
H: -3.20432 -1.78556 2.28701
H: -2.36205 -3.13859 3.05563
H: -2.54365 -4.59109 1.13910
H: -1.72635 -3.13016 0.67426
H: -4.52422 -3.55950 0.33682
C: 3.90601 0.81350 5.03878
C: 3.42660 1.99356 4.20243
O: 2.46532 2.65935 4.93936
H: 4.60864 0.17149 4.50750
H: 3.12922 0.09801 5.30851
H: 4.33175 1.15086 5.98380
H: 3.02822 1.68476 3.23598
H: 4.17527 2.75070 3.96935
H: 2.97128 3.21353 5.53810

Results of the Mulliken charge analysis, in e, for atoms 1 through 5: number 1, Zr, carries 0.75; number 2, C, carries -1.28; number 3, C, carries 0.49; number 4, C, carries -0.94; number 5, O, carries -0.61



No. 4
This record from the Open Molecules 2025 dataset describes C10H24CoIO3P2 as an isolated structure. The level of theory is wB97M-V/def2-TZVPD.

Its HOMO-LUMO gap (alpha / beta) is 0.277 / 0.230 hartree. As for the LUMO energy (alpha / beta): -7.88 / -10.71 eV. The value obtained for the energy is -2983.612901 a.u. As for the multiplicity: 5. Its charge is +2.

Positions of all 41 atoms, in Å:
C: 0.00911 0.81570 -3.68491
C: 0.01007 1.21606 -2.25403
H: 0.01425 1.69941 -4.35593
H: -0.89801 0.22212 -3.92351
H: 0.90537 0.20767 -3.92959
O: 0.02051 2.27721 -1.71453
I: -0.03294 -3.24470 0.03334
Co: -0.02844 -0.58559 -0.67669
P: 2.06392 -0.45472 -0.03605
C: 2.87521 0.99472 0.74410
C: 2.84223 -1.68047 1.07442
H: 3.85227 -1.34734 1.32894
H: 3.93856 -0.25896 -1.45170
H: 2.90658 -2.62440 0.53519
H: 2.72109 -1.33173 -2.19193
H: 2.50589 1.13565 1.76700
H: 2.26024 -1.81624 1.99517
C: 2.86858 -0.39258 -1.64716
H: 3.96301 0.85437 0.76572
H: 2.48277 0.46704 -2.21643
H: 2.62320 1.88221 0.16322
P: -2.07283 -0.40908 -0.04931
C: -2.85855 1.05184 0.73336
C: -2.88529 -0.33660 -1.65457
H: -2.94618 -2.57114 0.53246
H: -3.88307 -1.27030 1.31199
H: -2.29935 -1.76506 1.99174
C: -2.87181 -1.61895 1.06256
H: -2.75218 -1.27297 -2.20435
H: -3.94968 -0.18583 -1.45213
H: -3.94638 0.94125 0.74036
H: -2.57434 1.93601 0.16635
H: -2.48764 0.50845 -2.23293
H: -2.49561 1.17952 1.75686
C: -0.00131 0.62595 1.02852
O: 0.03294 1.83850 0.90179
C: 0.02361 0.71542 3.46247
O: -0.03359 -0.04638 2.24059
H: 0.97431 0.49282 3.96039
H: -0.79179 0.36018 4.09985
H: -0.08472 1.79097 3.27938

Results of the Mulliken charge analysis, in e, for atoms 1 through 5: number 1, C, carries -0.99; number 2, C, carries 0.56; number 3, H, carries 0.41; number 4, H, carries 0.29; number 5, H, carries 0.29